(1)
ORCA calculation (ωB97M-V/def2-TZVPD) on 8 unconnected molecules or ions with the total composition C28H78N6O10 at a distorted geometry.

Calculated values
Energy above the lowest of the compared OMol25 structures with the same formula, charge and spin in kcal per mole: 0.00
HOMO (alpha / beta) in eV: 0.8803 / -6.5695
2S+1: 2
Net charge: -1
Orbital gap (alpha / beta) in eV: 1.35 / 8.79
E_LUMO (alpha / beta) in eV: 2.2 / 2.2
Total energy in eV: -59709.3827
Max |F| in eV/A: 2.62

```
122
Properties=species:S:1:pos:R:3:lowdin_spin:R:1
C -25.4818 -2.0936 -16.9407 0.004
C -25.0111 -3.2175 -16.0541 0.001
C -26.0537 -4.0033 -15.1730 0.009
O -25.3393 -4.7423 -14.2479 0.004
C -26.0273 -5.5486 -13.3572 0.019
N -24.2552 -4.1057 -16.9206 0.001
H -24.7432 -1.7274 -17.6538 0.000
H -25.7543 -1.2046 -16.3720 0.001
H -26.4142 -2.3578 -17.4398 0.001
H -24.1990 -2.7588 -15.4900 0.000
H -26.6953 -4.6668 -15.7527 0.003
H -26.7394 -3.3098 -14.6861 0.005
H -25.2929 -6.1171 -12.7866 0.006
H -26.6775 -6.2369 -13.8973 0.006
H -26.6673 -4.9769 -12.6852 0.003
H -24.0088 -4.8931 -16.3379 0.000
H -24.9129 -4.6036 -17.5033 0.001
C -19.5344 -5.3205 -16.1972 0.008
C -21.1285 -5.3235 -16.1495 0.001
C -21.8105 -6.5742 -15.5754 0.002
O -23.2142 -6.5958 -15.8896 0.002
C -23.9790 -7.7005 -15.4938 0.014
N -21.4405 -4.1217 -15.3507 0.000
H -19.1657 -5.3289 -15.1715 0.001
H -19.2028 -4.3664 -16.6069 0.001
H -18.9549 -6.0767 -16.7268 0.002
H -21.4625 -5.1521 -17.1728 0.000
H -21.6761 -6.5243 -14.4949 0.000
H -21.3601 -7.4814 -15.9780 0.002
H -23.5889 -8.6701 -15.8034 0.003
H -24.9433 -7.4387 -15.9294 0.003
H -24.0856 -7.7441 -14.4099 0.004
H -21.3825 -4.2840 -14.3555 0.000
H -22.3855 -3.7799 -15.4520 0.000
C -22.7455 -1.0702 -13.4703 0.006
C -22.2863 0.3113 -13.8615 0.006
C -22.1441 0.5315 -15.4008 0.003
O -23.3757 0.5487 -16.0374 0.001
C -23.4750 1.3050 -17.2508 0.003
N -23.2412 1.3249 -13.2674 0.003
H -23.7784 -1.2895 -13.7407 0.001
H -22.7424 -1.4024 -12.4322 0.003
H -22.2209 -1.7756 -14.1146 0.000
H -21.2887 0.4404 -13.4416 0.003
H -21.5335 -0.2307 -15.8850 0.001
H -21.6446 1.4949 -15.5023 0.001
H -22.6537 1.0502 -17.9205 0.000
H -23.4354 2.3806 -17.0784 0.000
H -24.3788 1.0115 -17.7847 0.000
H -23.0462 2.2235 -13.6853 0.001
H -24.1457 0.9967 -13.5742 0.002
C -25.9641 -4.5230 -8.6746 0.019
C -27.3127 -5.0086 -8.2372 0.012
C -28.4002 -4.3750 -9.1081 0.013
O -29.6538 -4.7549 -8.5927 0.001
C -30.7770 -4.3305 -9.3615 0.014
N -27.3216 -6.4256 -8.0163 0.008
H -25.8485 -4.5080 -9.7584 0.002
H -25.0497 -4.8827 -8.2028 0.004
H -26.0532 -3.4585 -8.4579 0.005
H -27.4721 -4.5157 -7.2781 0.003
H -28.4023 -4.7097 -10.1454 0.002
H -28.2639 -3.2997 -8.9932 0.005
H -31.6150 -4.8258 -8.8710 0.001
H -30.7508 -4.7658 -10.3604 0.004
H -30.8287 -3.2418 -9.3491 0.002
H -28.0732 -6.7544 -7.4270 0.002
H -26.4644 -6.6687 -7.5407 0.010
C -18.9371 -2.8576 -10.2897 0.022
C -18.3992 -4.1137 -10.9185 0.009
C -16.9194 -4.3883 -10.5946 0.056
O -16.4975 -5.5693 -11.2896 0.014
C -15.2566 -6.0827 -10.7802 0.127
N -19.2894 -5.2062 -10.5395 0.009
H -18.3106 -2.0588 -10.6864 0.007
H -18.9272 -2.9176 -9.2014 0.004
H -19.9796 -2.6495 -10.5307 0.002
H -18.3452 -4.1385 -12.0069 0.002
H -16.7673 -4.4723 -9.5185 0.025
H -16.3166 -3.5437 -10.9285 0.011
H -14.3750 -5.4533 -10.9013 0.014
H -14.9552 -6.9591 -11.3539 0.017
H -15.3617 -6.3783 -9.7364 0.040
H -18.9451 -6.0134 -11.0395 0.003
H -18.9338 -5.5261 -9.6500 0.034
C -20.8798 -8.6301 -9.9578 0.061
C -21.1367 -9.2469 -11.3571 0.016
C -19.9325 -9.0555 -12.3245 0.019
O -19.6028 -7.6582 -12.5406 0.008
C -18.3697 -7.3336 -13.1055 0.016
N -21.3812 -10.6852 -11.1454 0.010
H -20.0545 -9.0321 -9.3701 0.032
H -21.7565 -8.8003 -9.3328 0.016
H -20.6583 -7.5682 -10.0646 0.003
H -22.0419 -8.7645 -11.7260 0.004
H -20.1648 -9.4745 -13.3036 0.004
H -19.1016 -9.6925 -12.0213 0.013
H -18.1833 -7.7687 -14.0874 0.004
H -17.6630 -7.6046 -12.3211 0.008
H -18.3154 -6.2572 -13.2679 0.001
H -22.2484 -10.8455 -10.6532 0.008
H -20.5963 -11.0632 -10.6344 0.008
C -22.5904 -4.9827 -11.9261 0.003
C -22.6724 -4.2100 -10.5560 0.007
O -22.0000 -4.8957 -9.5155 0.018
O -21.3583 -4.4901 -12.5738 0.002
H -23.4802 -4.9256 -12.5530 0.000
H -22.4897 -6.0649 -11.8447 0.002
H -23.6663 -3.8973 -10.2359 0.002
H -22.1494 -3.2583 -10.4612 0.001
H -21.1583 -5.0786 -9.9395 0.001
H -20.5801 -4.7830 -12.0940 0.001
C -22.1667 -2.3062 -7.1160 0.016
C -21.8721 -1.1053 -6.2936 0.020
O -22.9627 -0.3837 -5.8018 0.007
O -21.0229 -2.9638 -7.5742 0.022
H -22.7477 -2.1357 -8.0224 0.005
H -22.7719 -3.0331 -6.5744 0.004
H -21.2846 -0.4489 -6.9355 0.005
H -21.2163 -1.2445 -5.4342 0.002
H -23.3545 0.0133 -6.5832 0.005
H -21.2509 -3.6629 -8.1914 0.002
```

=====

(2)
ORCA calculation (ωB97M-V/def2-TZVPD) on 2 unconnected molecules or ions with the total composition C5H9N2O at a distorted geometry.

Calculated values
Energy above the lowest of the compared OMol25 structures with the same formula, charge and spin in kcal per mole: 125.95
HOMO (alpha / beta) in eV: -13.0118 / -13.0106
2S+1: 1
Net charge: +1
Orbital gap (alpha / beta) in eV: 7.97 / 7.97
E_LUMO (alpha / beta) in eV: -5.0 / -5.0
Total energy in eV: -10347.1593
Max |F| in eV/A: 8.50

```
17
Properties=species:S:1:pos:R:3:mulliken_charge:R:1
C -2.6508 0.9650 -0.6145 -0.231
C -1.1591 -0.9294 -0.6890 0.612
C 0.8994 -0.7971 1.3799 -0.623
C 0.6663 0.0077 0.1303 0.410
C 1.0786 1.3792 -0.2002 -1.093
N -2.0415 -0.1516 -0.4517 -0.064
N 1.4611 -1.3027 0.1016 -0.231
O -0.8123 -2.0727 -0.8888 -0.584
H -3.2873 1.2360 0.2269 0.303
H -2.4551 1.4672 -1.6007 0.295
H 1.5301 -0.4342 2.1356 0.354
H 0.0652 -1.1345 1.8276 0.267
H 0.4931 2.0704 0.5056 0.267
H 0.7269 1.6645 -1.2157 0.303
H 2.1305 1.4651 -0.3724 0.389
H 2.4690 -1.2933 -0.0251 0.294
H 0.8859 -2.1395 -0.2493 0.332
```

=====

(3)
ORCA calculation (ωB97M-V/def2-TZVPD) on a molecular structure, C16H29Cl2N5PSiZr.

Calculated values
Energy above the lowest of the compared OMol25 structures with the same formula, charge and spin in kcal per mole: 1.77
HOMO in eV: -16.7894
2S+1: 1
Net charge: +3
Orbital gap in eV: 5.64
E_LUMO in eV: -11.2
Total energy in eV: -67980.0963
Max |F| in eV/A: 0.35

```
55
Properties=species:S:1:pos:R:3:mulliken_charge:R:1
Zr -1.0049 0.6797 1.0157 -0.411
C 1.6306 0.5699 3.9242 -1.376
C 1.0046 -0.6755 3.3934 0.604
C 1.2545 -1.9331 3.9073 -0.757
C 0.6020 -3.0477 3.3853 -0.409
C -0.3051 -2.9275 2.3353 -0.870
C -0.5132 -1.6594 1.8509 0.846
N 0.1249 -0.5603 2.3654 0.060
N -1.3520 -1.2295 0.8163 0.112
Si -2.8130 -1.5387 -0.1562 -0.094
C -2.3714 -2.3925 -1.7301 -0.861
C -4.1575 -2.3001 0.8354 -1.031
C -3.1302 0.3253 -0.5631 -1.500
H 2.5655 0.3469 4.4333 0.463
H 0.9681 1.0443 4.6531 0.281
H 1.8396 1.2887 3.1285 0.234
H 1.9607 -2.0449 4.7182 0.518
H 0.8085 -4.0257 3.8024 0.492
H -0.8183 -3.7789 1.9121 0.559
H -2.0805 -3.4297 -1.5524 0.389
H -1.5494 -1.8916 -2.2466 0.207
H -3.2269 -2.4128 -2.4098 0.428
H -3.8881 -3.3178 1.1269 0.382
H -5.0553 -2.3761 0.2150 0.418
H -4.4294 -1.7522 1.7390 0.366
H -2.5563 0.7474 -1.3981 0.463
H -3.2333 1.0819 0.2427 0.727
H -4.1621 0.2854 -0.9328 0.474
Cl -2.2934 1.8927 3.0765 -0.052
C -2.4133 3.5135 2.2917 -0.245
Cl -1.5606 3.4384 0.7179 -0.014
H -1.9123 4.2353 2.9280 0.400
H -3.4623 3.7261 2.1152 0.407
C 3.7025 0.6880 -2.0208 -0.959
N 3.0435 1.9951 -2.0002 0.187
C 2.3522 2.2174 -3.2707 -0.931
N 1.3856 1.1519 -3.5550 0.178
C 2.0682 -0.1438 -3.5592 -0.938
N 2.7552 -0.3974 -2.2917 0.180
C 1.8559 -0.6443 -1.2041 -0.989
P 0.8075 0.9038 -0.9184 2.138
C 2.1957 2.1843 -0.8549 -0.972
C 0.2346 1.1863 -2.7031 -0.969
H 4.2047 0.5109 -1.0693 0.387
H 4.4523 0.6935 -2.8106 0.308
H 3.0927 2.2288 -4.0690 0.331
H 1.8456 3.1827 -3.2552 0.391
H 2.8086 -0.1386 -4.3576 0.293
H 1.3510 -0.9410 -3.7584 0.400
H 2.4038 -0.8617 -0.2855 0.469
H 1.1857 -1.4774 -1.4260 0.463
H 2.7594 2.0437 0.0687 0.438
H 1.7623 3.1857 -0.8560 0.458
H -0.2672 2.1531 -2.7700 0.443
H -0.4703 0.3974 -2.9737 0.484
```

=====

Copy entry 3 word for word.
ORCA calculation (ωB97M-V/def2-TZVPD) on a molecular structure, C16H29Cl2N5PSiZr.

Calculated values
Energy above the lowest of the compared OMol25 structures with the same formula, charge and spin in kcal per mole: 1.77
HOMO in eV: -16.7894
2S+1: 1
Net charge: +3
Orbital gap in eV: 5.64
E_LUMO in eV: -11.2
Total energy in eV: -67980.0963
Max |F| in eV/A: 0.35

```
55
Properties=species:S:1:pos:R:3:mulliken_charge:R:1
Zr -1.0049 0.6797 1.0157 -0.411
C 1.6306 0.5699 3.9242 -1.376
C 1.0046 -0.6755 3.3934 0.604
C 1.2545 -1.9331 3.9073 -0.757
C 0.6020 -3.0477 3.3853 -0.409
C -0.3051 -2.9275 2.3353 -0.870
C -0.5132 -1.6594 1.8509 0.846
N 0.1249 -0.5603 2.3654 0.060
N -1.3520 -1.2295 0.8163 0.112
Si -2.8130 -1.5387 -0.1562 -0.094
C -2.3714 -2.3925 -1.7301 -0.861
C -4.1575 -2.3001 0.8354 -1.031
C -3.1302 0.3253 -0.5631 -1.500
H 2.5655 0.3469 4.4333 0.463
H 0.9681 1.0443 4.6531 0.281
H 1.8396 1.2887 3.1285 0.234
H 1.9607 -2.0449 4.7182 0.518
H 0.8085 -4.0257 3.8024 0.492
H -0.8183 -3.7789 1.9121 0.559
H -2.0805 -3.4297 -1.5524 0.389
H -1.5494 -1.8916 -2.2466 0.207
H -3.2269 -2.4128 -2.4098 0.428
H -3.8881 -3.3178 1.1269 0.382
H -5.0553 -2.3761 0.2150 0.418
H -4.4294 -1.7522 1.7390 0.366
H -2.5563 0.7474 -1.3981 0.463
H -3.2333 1.0819 0.2427 0.727
H -4.1621 0.2854 -0.9328 0.474
Cl -2.2934 1.8927 3.0765 -0.052
C -2.4133 3.5135 2.2917 -0.245
Cl -1.5606 3.4384 0.7179 -0.014
H -1.9123 4.2353 2.9280 0.400
H -3.4623 3.7261 2.1152 0.407
C 3.7025 0.6880 -2.0208 -0.959
N 3.0435 1.9951 -2.0002 0.187
C 2.3522 2.2174 -3.2707 -0.931
N 1.3856 1.1519 -3.5550 0.178
C 2.0682 -0.1438 -3.5592 -0.938
N 2.7552 -0.3974 -2.2917 0.180
C 1.8559 -0.6443 -1.2041 -0.989
P 0.8075 0.9038 -0.9184 2.138
C 2.1957 2.1843 -0.8549 -0.972
C 0.2346 1.1863 -2.7031 -0.969
H 4.2047 0.5109 -1.0693 0.387
H 4.4523 0.6935 -2.8106 0.308
H 3.0927 2.2288 -4.0690 0.331
H 1.8456 3.1827 -3.2552 0.391
H 2.8086 -0.1386 -4.3576 0.293
H 1.3510 -0.9410 -3.7584 0.400
H 2.4038 -0.8617 -0.2855 0.469
H 1.1857 -1.4774 -1.4260 0.463
H 2.7594 2.0437 0.0687 0.438
H 1.7623 3.1857 -0.8560 0.458
H -0.2672 2.1531 -2.7700 0.443
H -0.4703 0.3974 -2.9737 0.484
```

=====

Q: Among the records above, which one has the lowest energy above the lowest of the compared OMol25 structures with the same formula, charge and spin?
A: C28H78N6O10

=====

Q: Number 1 is which compound?
A: C28H78N6O10

=====

Q: The highest max |F| belongs to which entry?
A: C5H9N2O